This record from the Open Molecules 2025 dataset describes 21 unconnected molecules or ions with the total composition C36H72Cl40O6S2. The level of theory is ωB97M-V with the def2-TZVPD basis set.

Results
Orbital gap, hartree: 0.367
HOMO, eV: -10.0
M, g mol⁻¹: 2083.22

Structure (ORCA input):
```
! wB97M-V def2-TZVPD RIJCOSX def2/J DEFGRID3
* xyz 0 1
C 2.6724 -5.5162 -0.2802
C 1.6994 -4.5034 -0.8723
C 1.4193 -4.6346 -2.3617
C 0.3268 -3.6145 -2.7686
C 0.8636 -2.3266 -3.4170
C 0.5158 -0.9878 -2.7484
C -0.9804 -0.6987 -2.6287
C -1.7758 -1.1817 -1.3900
C -1.1744 -1.1433 -0.0024
C -2.1389 -1.8055 1.0391
C -3.6432 -1.5583 0.8599
C -4.3472 -2.6575 0.0275
C -5.4954 -3.3652 0.7661
C -5.4898 -4.8962 0.5732
O 0.0429 -1.9407 0.1979
S 1.0600 -1.2897 1.1932
O 0.7512 -1.6097 2.5470
O 2.4029 -1.4058 0.7702
O 0.5900 0.2299 0.9563
C -0.7956 0.2215 0.6378
S -0.9329 1.8563 -0.1853
C -2.5794 2.3120 -0.6686
O -0.0263 1.9337 -1.2953
O -0.6002 2.7684 0.8916
H 3.6156 -5.5368 -0.8373
H 2.2178 -6.5040 -0.2014
H 2.9348 -5.1894 0.7287
H 0.7455 -4.5046 -0.3408
H 2.1233 -3.5068 -0.7084
H 1.0359 -5.6347 -2.5841
H 2.3261 -4.4858 -2.9498
H -0.2938 -4.1274 -3.5095
H -0.3174 -3.4436 -1.9074
H 0.5567 -2.2874 -4.4638
H 1.9526 -2.3968 -3.4216
H 0.9015 -0.2418 -3.4493
H 1.0836 -0.8157 -1.8342
H -1.1854 0.3637 -2.7483
H -1.4483 -1.1715 -3.4976
H -2.7062 -0.6149 -1.3667
H -2.0828 -2.2127 -1.5698
H -1.9697 -2.8754 0.9054
H -1.8076 -1.5757 2.0502
H -3.8116 -0.5771 0.4162
H -4.1072 -1.5554 1.8459
H -3.6264 -3.3904 -0.3359
H -4.7579 -2.1932 -0.8738
H -6.4457 -3.0237 0.3500
H -5.5248 -3.1309 1.8305
H -5.8529 -5.4268 1.4517
H -4.5092 -5.2612 0.2681
H -6.1651 -5.1658 -0.2400
H -1.2793 0.4155 1.5953
H -2.4923 3.0601 -1.4533
H -2.9858 2.8166 0.2081
H -3.2846 1.5129 -0.9148
C 4.0338 -3.8347 4.2657
Cl 3.5933 -5.5225 3.9545
Cl 3.9669 -2.8286 2.8159
H 3.3286 -3.4213 4.9690
H 5.0388 -3.8033 4.6684
C -6.6430 2.1212 -0.6639
Cl -6.3193 3.6545 -1.4659
Cl -5.4860 0.8733 -1.1707
H -6.5513 2.2584 0.4069
H -7.6408 1.7860 -0.9198
C 0.2428 1.5886 3.9352
Cl -1.3711 0.9208 4.2339
Cl 0.9620 2.2464 5.4144
H 0.8758 0.7922 3.5633
H 0.1558 2.3825 3.2008
C 6.1170 -3.5830 -1.2273
Cl 5.3323 -4.8895 -2.1236
Cl 4.9670 -2.5793 -0.3393
H 6.8153 -4.0212 -0.5236
H 6.6340 -2.9464 -1.9323
C -1.3860 -5.9712 2.6702
Cl -1.0960 -4.6617 1.5144
Cl -0.0155 -7.0853 2.7074
H -1.5197 -5.5418 3.6528
H -2.2750 -6.5142 2.3725
C 4.4878 4.1451 5.2402
Cl 4.4492 5.4891 6.3924
Cl 4.7671 4.6931 3.5834
H 5.2901 3.4744 5.5222
H 3.5321 3.6373 5.2732
C 3.9902 -0.0990 6.0019
Cl 5.4560 0.8179 6.3685
Cl 4.0266 -1.7215 6.7085
H 3.1363 0.4304 6.4081
H 3.9009 -0.1994 4.9256
C 4.2220 0.7430 -1.8755
Cl 4.2755 -0.5426 -3.0858
Cl 5.5164 1.9296 -2.1100
H 3.2663 1.2522 -1.9527
H 4.3363 0.2933 -0.8953
C -4.5591 6.8587 -3.4842
Cl -6.3259 6.7682 -3.3860
Cl -3.7855 5.6699 -2.4242
H -4.2566 6.6607 -4.5056
H -4.2603 7.8564 -3.1809
C -6.0614 10.2418 -1.7540
Cl -7.5784 11.1038 -2.0239
Cl -5.1591 10.0050 -3.2558
H -5.4462 10.8214 -1.0761
H -6.2851 9.2691 -1.3304
C -5.2091 -5.1065 4.2793
Cl -5.2205 -6.6334 3.3849
Cl -3.7612 -4.1495 3.9463
H -6.0781 -4.5290 3.9876
H -5.2390 -5.3267 5.3396
C 6.5051 -2.1285 -5.5940
Cl 4.8101 -2.6185 -5.6786
Cl 7.3949 -3.0497 -4.3757
H 6.9603 -2.2997 -6.5568
H 6.5523 -1.0771 -5.3332
C -1.0514 -1.4950 5.4822
Cl 0.4799 -1.7876 6.3156
Cl -2.3795 -2.4312 6.1839
H -1.2913 -0.4419 5.5652
H -0.9364 -1.7744 4.4400
C 9.9989 0.1178 -6.2747
Cl 9.2126 -1.1757 -7.1900
Cl 8.8295 1.0791 -5.3631
H 10.6959 -0.3315 -5.5778
H 10.5172 0.7660 -6.9705
C 1.9633 5.5693 -1.0946
Cl 1.3605 7.1644 -0.5838
Cl 0.9453 4.2579 -0.4897
H 1.9806 5.5428 -2.1783
H 2.9670 5.4483 -0.7034
C 4.5705 -9.0435 2.7791
Cl 2.9354 -8.4324 3.0490
Cl 5.1788 -8.6114 1.1770
H 5.2245 -8.6082 3.5257
H 4.5557 -10.1231 2.8670
C -2.3303 12.9359 -4.2242
Cl -2.8099 11.5387 -5.1947
Cl -2.6154 12.6764 -2.4981
H -1.2719 13.1137 -4.3752
H -2.9090 13.7931 -4.5458
C 1.1724 6.1689 4.5591
Cl -0.2559 6.7326 5.4398
Cl 1.3189 6.9221 2.9697
H 2.0538 6.4124 5.1401
H 1.0902 5.0963 4.4256
C 2.0943 9.7597 -3.2936
Cl 0.5679 10.6089 -3.5711
Cl 2.9960 9.5071 -4.7936
H 2.7011 10.3536 -2.6212
H 1.8737 8.7946 -2.8535
C -8.8589 -5.9225 -2.3925
Cl -8.1815 -7.4425 -1.8014
Cl -8.8765 -4.6746 -1.1387
H -8.2525 -5.5711 -3.2184
H -9.8774 -6.0983 -2.7164
*
```



This record from the Open Molecules 2025 dataset describes 10 unconnected molecules or ions with the total composition C36H72O18. The level of theory is ωB97M-V with the def2-TZVPD basis set.

Results
SMILES: COC(=O)OC.COC(=O)OC.COC(=O)OC.COC(=O)OC.C1CCOC1.C1CCOC1.C1CCOC1.C1CCOC1.C1CCOC1.C1CCOC1
Energy relative to the best compared isomer or geometry (same formula, charge and spin), eV: 8.2780
Orbital gap, hartree: 0.364
HOMO, eV: -9.6
M, g mol⁻¹: 792.95

Structure (ORCA input):
```
! wB97M-V def2-TZVPD RIJCOSX def2/J DEFGRID3
* xyz 0 1
C 11.7235 14.5075 10.9017
O 11.9543 13.7991 9.6445
C 11.7580 12.4479 9.5672
O 11.2985 11.7036 10.4806
O 12.1833 12.1115 8.3565
C 12.0274 10.8393 7.8753
H 11.9410 15.5706 10.7987
H 12.4270 14.1206 11.6389
H 10.7245 14.2895 11.2793
H 12.5937 10.6470 6.9640
H 10.9637 10.6284 7.7656
H 12.3500 10.0893 8.5974
C 14.6750 12.0666 15.9159
O 15.6566 12.0706 16.9908
C 16.0794 13.1711 17.6466
O 16.8957 13.1745 18.5761
O 15.3877 14.2917 17.2125
C 15.7226 15.5268 17.7674
H 13.8580 12.7364 16.1841
H 14.2816 11.0787 15.6766
H 15.1214 12.4780 15.0105
H 16.5115 16.0904 17.2692
H 16.0135 15.3835 18.8081
H 14.8781 16.2042 17.8935
C 11.9946 13.6482 14.3651
O 13.0106 14.6450 14.3537
C 12.9016 15.7345 15.1347
O 11.9388 15.9461 15.8961
O 13.9490 16.4698 14.9739
C 14.0342 17.7107 15.6307
H 12.4520 12.7427 13.9665
H 11.2368 13.9317 13.6347
H 11.5808 13.3408 15.3255
H 13.5069 18.5573 15.1908
H 15.1073 17.8919 15.6917
H 13.7503 17.6049 16.6777
C 11.8089 21.8665 13.9533
O 12.2028 21.7956 12.5629
C 12.8968 20.7675 12.1214
O 13.3545 19.8525 12.8452
O 12.9560 20.8275 10.7343
C 13.6656 19.8359 9.9781
H 11.7352 20.8522 14.3455
H 10.9003 22.4540 14.0852
H 12.5419 22.4585 14.5013
H 13.5435 19.9440 8.9004
H 13.3183 18.8316 10.2210
H 14.7464 19.7976 10.1140
C 16.8304 19.5009 17.6475
C 16.6513 20.1466 16.2989
C 17.5031 21.3592 16.4475
O 18.6086 21.0349 17.2372
C 18.1322 20.0701 18.1854
H 16.8753 18.4119 17.6486
H 16.0305 19.7691 18.3377
H 15.6705 20.3338 15.8618
H 17.1726 19.4153 15.6812
H 16.9542 22.1402 16.9737
H 17.8437 21.7540 15.4903
H 18.0443 20.4882 19.1882
H 18.9044 19.3150 18.3324
C 18.4379 18.1292 11.9507
C 17.5195 18.4057 13.1214
C 16.1139 18.4531 12.5547
O 16.2865 17.9237 11.2189
C 17.5082 18.3647 10.7748
H 18.7760 17.0930 11.9427
H 19.3229 18.7648 11.9225
H 17.8253 19.3583 13.5541
H 17.5318 17.5689 13.8198
H 15.7025 19.4623 12.5721
H 15.4806 17.7964 13.1511
H 17.4466 19.3706 10.3596
H 17.6921 17.8958 9.8082
C 9.9578 18.8996 12.5531
C 8.7316 18.2738 13.0723
C 9.2053 16.9913 13.6376
O 10.2152 16.5469 12.7627
C 10.8939 17.7101 12.3779
H 10.2869 19.6570 13.2646
H 9.7793 19.3794 11.5908
H 8.0965 18.0011 12.2294
H 8.1115 18.8953 13.7182
H 8.4798 16.1989 13.8216
H 9.5447 17.1981 14.6526
H 11.2769 17.6405 11.3598
H 11.7387 17.8381 13.0546
C 7.4644 13.5446 17.7972
C 8.5392 14.4400 18.4608
C 9.6163 14.5966 17.3983
O 9.1152 13.9078 16.2409
C 7.7047 13.8616 16.3037
H 6.4410 13.5546 18.1721
H 7.5723 12.4870 18.0378
H 8.9495 14.0230 19.3805
H 8.0756 15.4167 18.5993
H 10.5043 14.0633 17.7377
H 9.8217 15.6560 17.2445
H 7.3950 13.0941 15.5944
H 7.2894 14.7807 15.8903
C 11.6585 19.5620 18.8138
C 11.7000 18.3099 19.6315
C 13.2080 18.2252 19.9164
O 13.7555 19.5445 19.8664
C 12.7227 20.4498 19.4883
H 10.6283 19.9068 18.7251
H 12.0401 19.3333 17.8187
H 11.2293 17.4564 19.1436
H 11.1226 18.4446 20.5462
H 13.7588 17.6972 19.1379
H 13.3951 17.7766 20.8920
H 13.0803 21.2989 18.9059
H 12.2751 20.8408 20.4021
C 11.2396 8.5473 13.9891
C 10.9165 8.8099 15.3975
C 11.4594 10.2522 15.5639
O 12.2436 10.5528 14.4512
C 12.4639 9.3664 13.7183
H 10.5266 9.1134 13.3897
H 11.3786 7.4862 13.7823
H 11.4686 8.0828 15.9931
H 9.8746 8.7839 15.7166
H 12.1412 10.3483 16.4089
H 10.6651 10.9962 15.5024
H 13.3344 8.8198 14.0811
H 12.5370 9.5803 12.6520
*
```